(1)
Entry from the Open Molecules 2025 dataset: a molecular structure, H16NiO28S5Zn3 in a non-equilibrium geometry (wB97M-V/def2-TZVPD).

The geometry in XYZ format:
```
53
H16NiO28S5Zn3, DFT wB97M-V/def2-TZVPD
Zn 2.28970 1.11660 -0.63518
Zn -0.10135 -0.09500 3.09195
Zn -2.30076 2.06002 -1.62284
Ni -0.21930 -1.70245 -2.88632
S 2.89530 3.46605 1.51885
S 2.88000 -0.82548 1.79934
S 0.48961 1.62257 -3.00998
S -0.68737 -0.24356 -0.05653
S 2.93172 -1.69846 -2.25299
O 0.50125 0.56308 -0.12714
O 3.70138 -2.62367 -1.37002
O -4.26615 1.71315 -0.84712
O 3.71874 4.49537 0.95145
O -1.96244 3.24690 0.09929
O 3.13011 -2.11494 1.26358
O 0.74591 2.05251 -4.40170
O 1.29628 -3.65970 -0.14933
O -0.57089 2.32960 -2.31096
O -3.57019 -1.59655 -0.33671
O -0.99466 -3.65219 -2.54936
O 1.54609 -0.73280 2.35194
O -1.99960 0.53507 3.73873
O 3.12943 0.12854 0.76967
O 3.68054 -1.59568 -3.46722
O 1.73166 1.85734 -2.26262
O -1.82535 0.59815 -0.45830
O 0.03132 1.71791 2.22415
O 2.26912 2.74633 0.40041
O 0.13548 0.24997 -3.10211
O 1.62290 -2.28874 -2.52581
O -2.33818 -2.82324 2.43985
O -0.46620 -1.38020 -0.91654
O 2.75863 -0.35155 -1.71378
O 1.85607 4.23835 2.25256
O 3.78632 -0.46936 2.87554
O 3.69197 2.52588 2.27218
O -0.83043 -0.68643 1.35191
H 0.78231 -4.35715 -0.55631
H -4.96566 2.06667 -0.29762
H 0.59636 2.28053 2.75372
H -2.43499 1.35483 3.50495
H -2.33183 -3.70820 2.07512
H -1.84735 -2.29924 1.80680
H -1.64102 -3.96350 -3.18303
H -3.03544 -0.82205 -0.51120
H -3.11704 -2.30797 -0.78922
H -4.72327 1.26444 -1.55841
H -0.76447 -4.42918 -2.03992
H -1.85911 3.07768 1.03573
H 0.37247 1.80482 1.33405
H 0.72243 -2.89394 -0.17249
H -1.76970 4.17934 0.00121
H -2.67035 0.02951 4.19780
```

Multiplicity = 3
⟨S²⟩ = 2.0223
Gap between HOMO and LUMO (spin up / spin down) = 0.0661 / 0.0662 hartree
Charge = -2

Here are the natural (NBO) charges for atoms 1 to 6, given in e: Zn 1.762; Zn 1.751; Zn 1.728; Ni 1.431; S 2.613; S 2.690

=====

(2)
Entry from the Open Molecules 2025 dataset: a molecular structure, C2H5O2 in a non-equilibrium geometry (wB97M-V/def2-TZVPD).

The geometry in XYZ format:
```
9
C2H5O2, DFT wB97M-V/def2-TZVPD
O -1.92674 -0.20173 -0.28383
O 0.14313 -0.78007 -0.28508
C 1.40642 -0.82114 -0.16224
C -0.80499 0.12274 -0.45659
H 1.80184 -1.68074 -0.60432
H 0.16652 2.37467 0.79054
H -0.39092 2.09181 0.26985
H -2.38957 -1.00264 0.26061
H 1.99430 -0.10290 0.47106
```

Gap between HOMO and LUMO (spin up / spin down) = 0.2680 / 0.2809 hartree
Charge = +1

Here are the natural (NBO) charges for atoms 1 to 6, given in e: O -0.573; O -0.406; C 0.360; C 0.629; H 0.209; H 0.018

=====

(3)
Entry from the Open Molecules 2025 dataset: a gas-phase ion, C4H8NO2 (charge +1) in a non-equilibrium geometry (wB97M-V/def2-TZVPD).

The geometry in XYZ format:
```
15
C4H8NO2, DFT wB97M-V/def2-TZVPD
O 0.54239 -1.08795 1.14363
O -1.18304 1.26526 0.73740
N -1.55876 -0.85988 -0.31311
C 1.85908 0.79483 0.15699
C -0.61187 0.50842 -0.19053
C 0.69090 -0.11928 0.24725
C 1.82655 -0.20071 -0.69309
H -1.42644 -1.20831 -1.34002
H -1.50349 2.09593 0.47955
H 1.19953 -1.39017 1.75740
H -0.54352 1.01066 -1.14698
H -1.19914 -1.47088 0.46814
H -2.42806 -0.46368 -0.07354
H 2.14825 1.74902 0.47395
H 2.18764 -0.62324 -1.70704
```

Gap between HOMO and LUMO = 0.3868 hartree
Charge = +1

Here are the natural (NBO) charges for atoms 1 to 6, given in e: O -0.748; O -0.676; N -0.769; C -0.166; C 0.284; C 0.123

=====

(4)
Entry from the Open Molecules 2025 dataset: a molecular structure, C17H21IrN5O2 in a non-equilibrium geometry (wB97M-V/def2-TZVPD).

The geometry in XYZ format:
```
46
C17H21IrN5O2, DFT wB97M-V/def2-TZVPD
Ir 0.52445 -0.33892 0.29678
O 2.78499 1.26480 1.53054
O -0.03085 -3.05397 1.53093
N 1.65914 -1.08094 -1.12888
N 0.12218 2.03849 -0.53791
N -1.81496 -0.93402 -0.53641
N -0.26501 0.17725 4.31340
N -0.71936 0.48178 1.89099
C 1.95135 0.57227 1.10959
C 0.37579 -1.07061 -3.60507
C -0.88373 1.40027 -3.35500
C -4.17144 -2.04623 -0.53106
C 2.59313 -1.68850 -1.51929
C -1.01442 -1.00763 -3.49122
C -1.63805 0.23391 -3.35546
C 1.12962 0.09542 -3.60702
C -0.44499 0.29568 3.03694
C -2.87590 -1.40910 -0.54907
C 0.67362 1.05536 5.03615
C 0.18859 4.64315 -0.53237
C -0.79178 -0.98570 5.05013
C 3.81188 -2.48384 -1.40195
C 0.26441 -2.00811 1.11227
C 0.50646 1.33691 -3.49154
C 0.12869 3.19961 -0.55035
H -4.40635 -2.45264 -1.51892
H 0.37842 2.11170 4.94402
H 4.19938 -2.42939 -0.36757
H 3.61433 -3.53361 -1.65792
H 2.21513 0.04422 -3.71225
H 0.86525 -2.03983 -3.70616
H -0.81659 5.06700 -0.59354
H 1.71230 0.90154 4.69269
H -2.72572 0.28827 -3.25950
H -0.53574 -0.81564 6.09802
H 1.10179 2.24718 -3.50519
H -4.16632 -2.86255 0.19801
H -0.31448 -1.92325 4.71294
H 0.65930 4.97780 0.39687
H 4.58392 -2.11587 -2.09217
H -4.94384 -1.32542 -0.25165
H 0.77770 5.00369 -1.38061
H -1.88811 -1.04550 4.96488
H -1.37606 2.37002 -3.25868
H -1.60078 -1.92378 -3.50565
H 0.60265 0.76872 6.08727
```

Multiplicity = 6
⟨S²⟩ = 8.7970
Gap between HOMO and LUMO (spin up / spin down) = 0.3006 / 0.1435 hartree
Charge = +4

Here are the natural (NBO) charges for atoms 1 to 6, given in e: Ir 1.088; O -0.307; O -0.308; N -0.568; N -0.562; N -0.563

=====

(5)
Entry from the Open Molecules 2025 dataset: a molecular structure, C11H20IrN4O5 in a non-equilibrium geometry (wB97M-V/def2-TZVPD).

The geometry in XYZ format:
```
41
C11H20IrN4O5, DFT wB97M-V/def2-TZVPD
Ir -0.10935 0.06191 0.02456
O 3.05276 0.56157 2.30152
O -0.95457 3.65982 1.62395
O -0.51226 -1.66746 -1.27750
O 1.43571 -0.51660 1.22401
O -1.71400 -1.04917 1.20815
N 2.58894 0.23894 -1.00541
N -1.60761 1.20198 -0.94330
N 1.32113 0.61155 -1.27349
N -0.18038 1.52494 1.31133
C -1.60582 -2.39760 -0.69831
C -2.05441 2.25801 0.01900
C 3.42501 0.68292 -1.94909
C 1.36444 1.29313 -2.41877
C 2.67462 1.35733 -2.88894
C -1.51931 -2.41438 0.80056
C 1.90184 0.50295 1.96223
C 0.86248 1.54932 2.32316
C -0.97065 2.59155 1.05203
C -1.75307 -0.90828 2.64173
C 0.57499 -2.47935 -1.75632
H -0.84356 -1.31196 3.08771
H 1.30406 2.53348 2.46216
H 3.02260 1.83166 -3.78845
H -1.83644 0.15042 2.85678
H 1.30495 -1.80799 -2.19472
H 2.75358 -0.18952 -0.09190
H -1.64683 -3.38126 -1.16434
H -2.34208 -3.01384 1.19966
H 1.02906 -3.03934 -0.93684
H -2.90657 1.87001 0.57731
H 0.20150 -3.16092 -2.51994
H -2.51911 -1.85283 -0.94440
H -1.18220 1.68079 -1.72980
H 4.48153 0.48432 -1.88932
H -2.40616 0.70501 -1.32764
H -2.62887 -1.43052 3.02630
H -2.36422 3.16402 -0.49653
H 0.45838 1.23354 3.29200
H -0.57692 -2.81824 1.18079
H 0.47681 1.69011 -2.87994
```

Gap between HOMO and LUMO = 0.3191 hartree
Charge = +1

Here are the natural (NBO) charges for atoms 1 to 6, given in e: Ir 1.219; O -0.572; O -0.585; O -0.549; O -0.785; O -0.541

=====

(6)
Entry from the Open Molecules 2025 dataset: 2 unconnected molecules or ions with the total composition CH2Cl2O2 in a non-equilibrium geometry (wB97M-V/def2-TZVPD).

The geometry in XYZ format:
```
7
CH2Cl2O2, DFT wB97M-V/def2-TZVPD
Cl -1.30177 0.01639 0.77306
Cl 2.30653 0.30493 -2.60025
O 0.79542 -1.13730 -1.23319
O 0.38882 1.19384 -1.24272
C 0.93200 0.17528 -1.58351
H 0.44614 -1.31730 -0.38381
H -0.90514 1.25759 0.87723
```

Gap between HOMO and LUMO = 0.4183 hartree

Here are the natural (NBO) charges for atoms 1 to 6, given in e: Cl -0.293; Cl -0.017; O -0.686; O -0.551; C 0.733; H 0.515

=====

(7)
Entry from the Open Molecules 2025 dataset: a single C4H5NOS2 molecule in a non-equilibrium geometry (wB97M-V/def2-TZVPD).

The geometry in XYZ format:
```
13
C4H5NOS2, DFT wB97M-V/def2-TZVPD
S -2.93106 -0.68857 -0.16679
S 2.82452 0.04307 -0.22314
O 0.26002 -1.05417 0.11279
N -2.19576 0.86560 -0.15536
C 1.53998 -1.55811 0.10606
C 1.32175 1.02839 -0.14375
C -0.95937 1.20975 0.24556
C 0.29883 0.28126 0.02070
H -0.61792 2.23124 0.79100
H 1.19902 2.09573 -0.34510
H 1.75442 -2.23020 -0.73908
H 1.67024 -2.11538 0.95454
H -4.16465 -0.10859 -0.45744
```

Gap between HOMO and LUMO = 0.3019 hartree

Here are the natural (NBO) charges for atoms 1 to 6, given in e: S 0.212; S 0.115; O -0.481; N -0.594; C -0.067; C -0.422

=====

(8)
Entry from the Open Molecules 2025 dataset: a molecular structure, C8H21CdF3OP2 in a non-equilibrium geometry (wB97M-V/def2-TZVPD).

The geometry in XYZ format:
```
36
C8H21CdF3OP2, DFT wB97M-V/def2-TZVPD
Cd -0.04480 0.05730 0.00731
P -1.32060 -0.27926 -2.29722
P 1.53749 -0.47953 2.11831
F 2.45833 1.84025 -0.26337
F 1.36004 1.83447 -2.14924
F 2.67016 0.14000 -1.64698
O -0.46691 3.56089 0.44727
C 3.21538 -1.14364 1.82071
C -1.76888 1.37286 -2.93199
C 1.73717 1.00453 -1.10464
C -0.50286 2.41721 0.41766
C -2.90919 -1.19445 -2.31659
C 1.84282 1.07990 3.02260
C 0.89922 -1.61455 3.41343
C -0.38894 -1.04351 -3.67237
H -3.31423 -1.26084 -3.33724
H 3.72795 -1.33710 2.77528
H -2.16885 1.30365 -3.95150
H 0.31125 -1.66415 -0.24134
H -1.93802 -0.76320 1.70046
H 0.65952 -2.58530 2.95270
H -2.32454 -0.72823 1.05207
H -2.52172 1.81750 -2.26945
H -0.09159 -2.06098 -3.38201
H 0.51452 -0.45409 -3.87822
H -1.00799 -1.09545 -4.58047
H 2.22300 1.83107 2.31908
H -0.87777 2.01174 -2.93283
H 3.13022 -2.08594 1.26213
H 1.64852 -1.76994 4.20426
H -0.01614 -1.19859 3.85752
H -3.63673 -0.68322 -1.67046
H 2.57509 0.93243 3.82654
H -2.74551 -2.21145 -1.92877
H 0.89783 1.44090 3.44803
H 3.80046 -0.42813 1.22816
```

Gap between HOMO and LUMO = 0.2534 hartree

Here are the natural (NBO) charges for atoms 1 to 6, given in e: Cd 1.283; P 0.784; P 0.789; F -0.412; F -0.410; F -0.386

=====

DFT total energy? In order: -298062.5961, -6236.0055, -9852.6329, -32302.0705, -30762.3593, -30209.3120, -29432.8325, -41975.2942 eV.